The following is a DFT calculation (the ωB97M-V functional and the def2-TZVPD basis) of a 2-piece molecular cluster, C17H31BrN2O2P overall in a non-equilibrium geometry.

Each line ends with the Löwdin charge.
Cartesian coordinates (Å):
C: 1.306 -3.764 -1.446  0.03
C: 0.713 -2.436 -1.760  -0.58
O: 1.159 -1.392 -1.369  0.07
O: -0.401 -2.518 -2.512  -0.04
C: -1.333 -1.454 -2.289  -0.32
P: -2.238 -1.561 -0.623  0.59
Br: -3.374 -1.465 1.474  0.11
C: -3.158 -3.082 -1.103  -0.51
C: -2.641 -4.322 -0.763  -0.07
C: -3.352 -5.438 -1.184  -0.04
C: -4.517 -5.209 -1.903  -0.05
C: -4.958 -3.923 -2.165  -0.11
N: -4.276 -2.844 -1.764  0.08
H: 0.766 -4.231 -0.628  0.09
H: 2.347 -3.634 -1.181  0.09
H: 1.226 -4.427 -2.303  0.10
H: -0.876 -0.477 -2.446  0.08
H: -2.097 -1.545 -3.058  0.09
H: -1.019 -1.602 0.067  0.00
H: -2.781 -0.302 -0.915  0.01
H: -1.719 -4.420 -0.214  0.10
H: -3.005 -6.437 -0.978  0.11
H: -5.099 -6.045 -2.263  0.11
H: -5.871 -3.752 -2.710  0.11
C: 4.347 3.856 0.567  -0.09
C: 4.193 2.341 0.456  -0.25
C: 2.908 1.874 -0.242  -0.17
C: 1.588 2.533 0.125  -0.10
N: 0.963 2.208 1.487  -0.23
C: 0.464 3.492 2.129  -0.10
C: -0.922 3.686 1.553  -0.14
C: -1.494 2.270 1.576  -0.14
C: -0.296 1.358 1.300  -0.09
C: 1.879 1.526 2.447  0.02
H: 3.505 4.322 1.084  0.05
H: 5.242 4.102 1.135  0.08
H: 4.440 4.317 -0.417  0.09
H: 4.293 1.892 1.444  0.09
H: 5.035 1.945 -0.114  0.12
H: 2.819 0.786 -0.175  0.11
H: 3.028 2.078 -1.309  0.13
H: 0.851 2.242 -0.618  0.13
H: 1.664 3.616 0.056  0.12
H: 0.423 3.327 3.204  0.14
H: 1.164 4.294 1.915  0.13
H: -0.865 4.072 0.533  0.12
H: -1.513 4.384 2.141  0.13
H: -2.290 2.130 0.849  0.12
H: -1.912 2.040 2.556  0.12
H: -0.291 0.950 0.294  0.11
H: -0.261 0.531 2.003  0.12
H: 2.661 2.219 2.739  0.11
H: 2.278 0.625 1.993  0.11
H: 1.297 1.261 3.326  0.11

**LUMO**: -2.1568 eV
**Max |F|**: 0.0306 hartree/bohr
**Total charge**: +1
**E_tot**: -104531.69014 eV
**HOMO**: -11.39 eV
**Orbital gap**: 9.23 eV

=====

The following is a DFT calculation (the ωB97M-V functional and the def2-TZVPD basis) of a 8-piece molecular cluster, C32H56O12 overall in a non-equilibrium geometry.

Each line ends with the Löwdin charge.
Cartesian coordinates (Å):
O: 1.105 -0.593 4.072  0.12
C: 0.921 -1.636 4.623  -0.49
C: 1.873 -2.839 4.683  -0.06
C: 1.342 -3.624 5.888  -0.14
C: -0.134 -3.168 5.993  -0.14
O: -0.230 -1.933 5.264  0.01
H: 1.638 -3.331 3.736  0.13
H: 2.881 -2.452 4.762  0.13
H: 1.424 -4.689 5.688  0.11
H: 1.912 -3.349 6.772  0.11
H: -0.806 -3.920 5.589  0.11
H: -0.350 -2.908 7.025  0.12
O: -6.533 -2.624 -0.211  0.12
C: -5.591 -1.891 -0.283  -0.48
C: -4.143 -2.263 -0.509  -0.06
C: -3.379 -1.025 -0.051  -0.13
C: -4.427 0.094 -0.111  -0.15
O: -5.707 -0.553 -0.130  0.04
H: -3.847 -3.176 -0.009  0.09
H: -4.008 -2.450 -1.580  0.14
H: -3.190 -1.201 1.013  0.11
H: -2.474 -0.767 -0.585  0.09
H: -4.360 0.834 0.678  0.11
H: -4.272 0.600 -1.070  0.12
O: 4.940 2.206 2.602  0.14
C: 4.845 2.620 1.489  -0.47
C: 3.986 2.136 0.341  -0.07
C: 3.860 3.413 -0.482  -0.16
C: 5.208 4.088 -0.250  -0.17
O: 5.639 3.633 1.020  0.02
H: 4.471 1.303 -0.167  0.13
H: 2.988 1.834 0.651  0.12
H: 3.544 3.222 -1.511  0.11
H: 3.028 4.022 -0.114  0.12
H: 5.921 3.791 -1.026  0.12
H: 5.119 5.171 -0.329  0.12
O: -0.212 -0.094 -4.659  0.13
C: -0.641 1.011 -4.514  -0.48
C: -0.013 2.189 -3.795  -0.08
C: -1.262 2.942 -3.334  -0.15
C: -2.108 2.748 -4.593  -0.15
O: -1.855 1.391 -4.985  0.03
H: 0.726 1.956 -3.034  0.11
H: 0.480 2.847 -4.522  0.13
H: -1.682 2.455 -2.451  0.10
H: -1.115 4.003 -3.136  0.12
H: -3.171 2.920 -4.469  0.12
H: -1.682 3.407 -5.356  0.13
C: -3.113 -4.130 3.085  -0.15
C: -3.453 -5.215 2.074  -0.17
C: -2.059 -5.754 1.775  -0.20
O: -1.268 -4.570 1.615  -0.15
C: -1.734 -3.625 2.579  -0.18
H: -3.029 -4.589 4.074  0.10
H: -3.840 -3.327 3.193  0.11
H: -3.905 -4.841 1.157  0.09
H: -4.063 -6.057 2.410  0.12
H: -1.975 -6.357 0.875  0.12
H: -1.683 -6.320 2.639  0.12
H: -1.888 -2.692 2.031  0.09
H: -1.006 -3.436 3.371  0.09
C: -4.140 4.091 0.887  -0.16
C: -2.967 4.327 1.825  -0.15
C: -1.907 3.317 1.329  -0.19
O: -2.396 2.735 0.119  -0.18
C: -3.466 3.542 -0.363  -0.23
H: -4.755 4.958 0.648  0.11
H: -4.819 3.327 1.278  0.11
H: -3.227 4.142 2.864  0.11
H: -2.561 5.337 1.757  0.11
H: -1.825 2.511 2.065  0.12
H: -0.905 3.720 1.172  0.11
H: -4.077 2.964 -1.053  0.11
H: -3.054 4.383 -0.945  0.12
C: 0.398 -0.803 0.891  -0.13
C: 1.843 -1.321 0.689  -0.14
C: 2.170 -0.927 -0.745  -0.20
O: 1.441 0.279 -1.000  -0.18
C: 0.250 0.253 -0.210  -0.18
H: 0.202 -0.360 1.861  0.09
H: -0.208 -1.699 0.740  0.10
H: 1.992 -2.390 0.840  0.11
H: 2.542 -0.820 1.364  0.11
H: 1.890 -1.659 -1.513  0.12
H: 3.226 -0.698 -0.896  0.10
H: -0.604 0.119 -0.880  0.10
H: 0.161 1.247 0.236  0.11
C: 3.617 0.847 -4.909  -0.18
C: 4.910 0.297 -5.466  -0.17
C: 5.677 0.076 -4.162  -0.21
O: 4.695 -0.389 -3.240  -0.15
C: 3.376 0.011 -3.646  -0.20
H: 2.753 0.863 -5.575  0.11
H: 3.756 1.890 -4.598  0.11
H: 5.388 0.918 -6.219  0.11
H: 4.745 -0.696 -5.900  0.12
H: 6.081 1.042 -3.824  0.11
H: 6.464 -0.673 -4.194  0.12
H: 2.921 0.675 -2.910  0.09
H: 2.767 -0.875 -3.818  0.12

**LUMO**: 0.4253 eV
**SMILES string**: O=C1CCCO1.O=C1CCCO1.O=C1CCCO1.O=C1CCCO1.C1CCOC1.C1CCOC1.C1CCOC1.C1CCOC1
**Max |F|**: 0.0319 hartree/bohr
**Total charge**: 0
**E_tot**: -58660.91876 eV
**HOMO**: -9.43 eV
**Orbital gap**: 9.86 eV

=====

The following is a DFT calculation (the ωB97M-V functional and the def2-TZVPD basis) of a 2-piece molecular cluster, C4H9NO3 overall in a non-equilibrium geometry.

Each line ends with the Löwdin charge.
Cartesian coordinates (Å):
C: 0.979 2.425 1.277  -0.01
N: -0.136 1.453 1.063  -0.10
C: -0.677 0.677 1.978  -0.39
O: -1.663 -0.031 1.845  0.00
C: -0.691 1.452 -0.402  -0.04
C: -0.813 0.063 -1.020  -0.20
O: -0.470 -0.047 -2.189  0.04
H: 1.778 2.125 0.776  0.04
H: 0.724 3.382 1.098  0.05
H: 1.242 2.311 2.347  0.11
H: -0.224 0.571 2.983  0.14
H: 0.075 2.034 -1.018  0.14
H: -1.729 1.882 -0.309  0.14
H: -1.002 -0.741 -0.443  0.08
O: 2.371 -4.919 -2.040  -0.09
H: 2.083 -4.289 -2.736  0.05
H: 3.310 -5.172 -2.071  0.04

**LUMO**: 0.6702 eV
**SMILES string**: CN(C=O)CC=O.O
**Max |F|**: 0.1220 hartree/bohr
**Total charge**: 0
**E_tot**: -11924.74943 eV
**HOMO**: -9.62 eV
**Energy relative to the best compared isomer or geometry (same formula, charge and spin)**: 269.4 kJ/mol
**Orbital gap**: 10.29 eV